(1)
One molecule with the formula C25H43NO18, computed with ωB97M-V with the def2-TZVPD basis set.

Total energy, hartree: -2387.48049
Highest occupied orbital energy, Eh: -0.3405
Total charge: 0
E_LUMO, eV: 0.2991
Structure (SMILES): C[C@H]1O[C@H](O[C@H]2[C@H](O)[C@@H](O)[C@@H](O[C@H]3[C@H](O)[C@H](O)[C@@H](O)O[C@H]3CO)O[C@@H]2CO)[C@@H](O)[C@H](O)[C@@H]1N[C@@H]1C=C(CO)[C@@H](O)[C@H](O)[C@H]1O
Gap between HOMO and LUMO, eV: 9.56
Energy above the lowest of the compared OMol25 structures with the same formula, charge and spin, eV: 0.1959

```
87
Properties=species:S:1:pos:R:3:forces:R:3
O 3.67046 1.10150 -3.36516 0.1 0.3 0.2
O -2.60444 -1.30578 -2.03829 -0.1 -0.1 0.0
O 0.93898 -0.01343 -0.21811 -0.5 -0.1 0.2
O -1.90297 1.03579 0.17562 0.2 -0.1 -0.1
O -0.98226 4.06197 1.02678 -0.1 0.4 0.0
O 1.52402 -2.51308 4.65485 0.2 -0.2 0.2
O 5.14504 -0.48503 1.03419 0.2 0.4 0.0
O 0.76802 3.30209 3.15981 0.2 0.4 0.1
O 2.98426 -3.89763 2.69546 0.2 -0.4 0.3
O -2.25319 2.22746 -2.44336 0.1 0.6 0.0
O -2.81588 -2.45294 1.39479 0.2 0.1 0.5
O 0.09137 -2.16439 1.34944 0.0 0.2 -0.2
O 2.52418 -0.91855 -3.41769 0.0 -0.1 0.0
O -5.01089 0.05451 -1.52608 -0.3 -0.4 0.0
O -2.63293 1.37523 2.36380 -0.2 -0.1 0.2
O -0.80336 0.11470 -2.31495 0.0 -0.1 0.0
O 1.36209 0.23729 -5.93240 -0.2 -0.2 -0.2
O -0.38086 1.83803 -4.59015 -0.2 0.0 -0.2
N 0.78889 0.62236 2.75574 0.0 0.0 -0.1
C -2.14336 1.97068 1.21394 0.0 0.7 -0.1
C 0.87159 -1.77909 3.63449 -0.4 0.4 -0.4
C 2.95074 0.19802 -4.15390 0.1 -0.2 -0.7
C 1.82281 0.98216 -4.84021 0.1 0.6 0.6
C 4.46232 -1.70467 1.16247 -0.1 -0.2 0.0
C 1.90032 0.03710 -1.24830 0.4 0.0 -0.4
C -2.49743 -0.00046 4.25798 0.1 0.1 -0.5
C -2.47671 -1.16504 -0.62520 0.1 0.0 0.5
C -2.10571 -0.19405 -2.73291 -0.2 0.2 -0.5
C 0.67657 1.26781 -3.85964 0.2 -0.5 0.2
C 0.26235 -0.07331 -3.23069 0.5 0.1 -0.5
C 1.45617 -0.72591 -2.51113 -0.4 0.0 0.4
C -3.01828 1.05447 -2.50831 -0.2 -0.5 0.2
C -0.45674 2.65847 2.93821 -0.3 -0.3 -0.2
C 2.83538 -0.56059 2.64861 -0.1 0.0 0.1
C 2.35771 -2.90524 1.91917 -0.4 0.3 -0.1
C 1.55915 -0.40912 3.42644 0.0 -0.3 0.0
C -3.17606 -2.35451 0.04775 0.1 0.0 -0.6
C -3.88127 0.83256 -1.24841 0.6 0.4 0.1
C 0.90837 -2.66917 2.37695 0.3 -0.4 0.6
C -1.73641 0.48366 3.03021 0.1 -0.3 0.3
C -3.01384 0.19619 -0.14256 -0.5 -0.3 -0.1
C -0.39431 1.18136 3.38151 -0.2 0.3 -0.1
C 3.17223 -1.62876 1.93955 0.2 -0.2 -0.1
C -0.82716 2.73234 1.44619 0.1 -0.5 0.4
H 0.08712 0.28438 -0.58460 0.0 0.0 0.1
H 1.80151 -0.01473 4.42675 0.0 -0.1 -0.1
H -1.88992 -0.67793 4.85071 0.1 -0.1 0.1
H -2.92020 2.68979 0.91553 0.1 -0.1 0.0
H 5.14717 -2.38285 1.68051 -0.1 0.0 -0.1
H 3.48257 0.30531 2.66376 0.1 0.1 0.0
H -0.02944 2.25128 0.85860 -0.1 0.0 0.1
H -1.21571 3.20025 3.51213 0.0 -0.1 -0.1
H -3.39495 -0.52221 3.93961 -0.1 -0.1 0.0
H 1.16752 -1.73982 -2.20519 0.0 0.2 0.0
H 2.24953 1.93928 -5.17657 0.0 -0.1 0.1
H -1.52679 -0.36467 2.36293 0.0 0.1 0.1
H -0.04489 -0.74357 -4.04453 0.0 0.1 0.1
H -2.78430 0.85285 4.86636 0.0 0.1 0.1
H 0.55202 0.67186 -6.23542 0.1 -0.1 0.0
H -4.71412 -0.79729 -1.87515 0.0 0.1 0.0
H -0.18215 -1.61816 3.90302 0.1 0.0 -0.1
H 2.79590 -0.45213 -0.85713 0.0 0.1 -0.1
H 4.54671 0.16982 0.65572 0.0 0.0 0.0
H -0.32227 4.58892 1.49935 0.0 -0.1 -0.1
H -3.61906 0.04767 0.75897 0.1 0.0 -0.1
H 2.33325 -3.30848 0.89772 -0.1 0.1 0.1
H -2.90972 -3.26193 -0.51106 -0.1 0.1 0.0
H -4.26152 -2.23147 0.02419 0.0 0.0 -0.1
H 1.02384 1.96213 -3.08459 0.0 -0.1 0.0
H 4.46319 0.66434 -3.03080 -0.1 0.0 -0.1
H 2.14618 1.07626 -1.49071 0.0 -0.2 0.1
H -1.41295 -1.22370 -0.35920 -0.2 0.0 0.0
H 0.56872 -1.46545 0.86402 -0.1 0.0 -0.2
H -3.68800 1.17297 -3.36636 0.1 -0.1 0.1
H 0.62407 0.38125 1.78608 0.1 0.1 0.0
H 1.51543 -2.00249 5.47181 0.0 0.0 -0.1
H -1.76864 2.21680 -1.60302 0.0 -0.1 -0.1
H -1.84980 -2.54432 1.45123 -0.1 0.1 -0.1
H -1.07264 2.11904 -3.96376 0.1 0.0 0.0
H -4.25908 1.80438 -0.91259 0.1 -0.1 -0.1
H -2.11370 -0.48972 -3.78927 0.1 0.1 0.2
H 0.48246 -3.64194 2.65236 0.2 0.1 0.0
H 4.25640 -2.14201 0.17172 0.0 0.0 0.1
H 2.83789 -3.66986 3.62509 0.0 0.0 0.0
H 3.58181 -0.23914 -4.94116 -0.1 0.1 0.2
H -0.23682 1.16263 4.46531 0.0 0.0 0.0
H 1.45400 2.64850 2.94675 -0.1 -0.1 -0.1
```
Forces are in eV/Å.

(2)
A 8-piece molecular cluster, C30H70N2O6 overall, computed with ωB97M-V with the def2-TZVPD basis set.

Multiplicity: 2
Total energy, hartree: -1745.47055
Highest occupied orbital energy (alpha / beta), Eh: -0.4059 / -0.4059
Total charge: +1
E_LUMO (alpha / beta), eV: -2.2763 / -6.8039
⟨S²⟩: 0.754
Gap between HOMO and LUMO (alpha / beta), eV: 8.77 / 4.24
Energy above the lowest of the compared OMol25 structures with the same formula, charge and spin, eV: 0.1454

```
108
Properties=species:S:1:pos:R:3:forces:R:3
O -0.99683 -4.09763 -5.20413 -1.0 -0.1 0.5
O -4.42004 2.47812 0.43541 -0.5 1.5 0.0
O 0.27939 -5.22616 3.01688 1.9 -2.7 2.6
O 0.26149 3.85506 0.89002 1.7 -2.1 3.2
O -3.54131 0.68433 -2.54304 -1.3 0.5 0.1
O -0.66400 -0.58037 -1.72680 1.0 -0.2 2.1
N 2.71209 -0.65517 -2.18274 -0.3 0.1 -0.5
N 1.56939 0.82384 4.13532 -2.2 -1.8 -1.1
C -0.20663 5.68469 -0.30025 0.2 2.4 -0.2
C -0.48860 -4.35002 2.31350 0.7 -0.1 -1.1
C 0.86837 -0.00552 5.15096 1.2 0.5 2.9
C 1.74204 1.23719 -3.66240 1.3 -0.6 -1.1
C 3.66835 -0.10133 -1.18703 -0.9 1.9 -0.9
C -4.78145 2.45946 2.80337 0.9 0.1 0.5
C -0.47885 -3.30710 -6.27181 -0.2 1.1 0.7
C -3.72983 1.41546 0.95996 -1.2 -1.9 0.0
C -1.04980 4.54487 -0.78095 0.2 -0.6 -0.9
C 1.33874 2.20880 4.05464 0.2 2.0 0.2
C -0.13507 -0.71738 -0.35757 -0.7 -0.1 -0.2
C 2.24255 -1.17500 2.82800 0.1 -1.6 -0.3
C -0.14795 3.38467 -0.32472 -2.3 -0.4 -1.7
C 0.54903 -5.87210 0.76462 0.4 -0.1 0.5
C 0.71263 5.13561 0.75206 0.5 2.3 0.0
C 1.14980 0.50599 6.64044 -0.1 0.8 -1.2
C -0.93678 -1.87649 -6.00273 0.1 1.0 0.2
C -4.98209 3.29205 1.55160 0.2 -1.4 -1.8
C -3.59380 2.08512 -2.95601 2.4 -1.6 0.6
C -0.16125 2.59565 3.92184 0.1 -0.8 0.7
C 2.86846 -2.82036 -1.03392 -0.5 -1.2 -0.7
C 3.54568 1.46424 -1.05519 -0.2 -1.2 -0.3
C 0.18114 -4.40476 0.93344 -1.7 -0.3 -0.9
C 3.02783 -2.06803 -2.38224 -0.3 -0.1 2.8
C 1.71278 0.20374 2.79922 0.8 0.3 -0.1
C -1.64675 -3.27531 -4.20490 1.1 1.4 -0.2
C 2.63913 -0.04211 -3.56765 -0.4 0.2 2.6
C -1.09406 -1.83075 -4.50317 -0.3 -1.9 1.3
C 1.00530 -6.17782 2.19725 -0.5 1.0 -1.4
C -4.47759 1.04479 2.25668 0.9 1.0 0.1
H -0.17199 -1.15265 -6.28424 -0.1 0.0 -0.4
H -2.65847 1.60526 1.02538 0.4 0.2 0.7
H -0.61053 2.14694 3.03588 0.1 0.5 -0.2
H -3.89721 2.85990 3.29922 0.1 -0.1 0.3
H 0.11333 -0.21210 -2.15310 0.2 0.0 -0.6
H -6.02895 3.33436 1.25093 0.0 0.8 0.3
H -3.11991 2.66124 -2.16127 -0.8 0.5 0.4
H -0.82265 -3.61910 -7.25799 0.1 -0.5 0.2
H 0.86400 1.53913 6.83803 -0.2 0.2 -0.5
H 4.68260 -0.39931 -1.45274 0.4 0.0 0.1
H 0.61884 3.14998 -1.06299 0.6 0.3 0.1
H -0.14912 -1.84640 -3.96007 0.5 0.3 -0.4
H -3.81162 0.53596 0.32129 0.0 0.2 -0.6
H 0.69833 1.13285 -3.36596 0.1 -0.3 0.0
H 1.78065 1.41401 -4.73726 -0.5 0.3 -0.2
H -2.65419 0.33239 -2.64680 0.1 0.3 0.1
H -2.01145 4.49838 -0.26991 0.1 -0.1 0.1
H 2.22703 0.50545 6.80681 -0.1 -0.5 0.3
H -0.21291 -0.10148 5.05234 -0.1 0.6 -0.8
H -1.51374 -4.71488 2.37731 -0.4 0.5 -0.6
H 1.76690 5.30379 0.53221 0.5 -1.1 -0.9
H -0.69261 2.18671 4.78121 -0.1 0.1 0.1
H -0.40194 -1.66109 0.11812 -0.4 -0.2 -0.5
H 1.89296 2.63470 3.21825 -0.1 -0.3 -0.1
H 1.38904 -6.11706 0.11465 0.0 0.5 -0.3
H 3.43753 -0.44727 -0.17948 -0.1 -0.6 -0.2
H -1.31110 -3.55335 -3.20583 0.1 -0.4 -0.1
H 3.67243 0.08931 -3.88878 0.0 0.5 -0.6
H 0.46964 6.14351 -1.02153 -0.7 0.1 -0.6
H -3.76640 0.41672 2.79319 -0.4 0.0 0.8
H 1.88915 -2.68536 -0.57477 0.1 0.6 -0.1
H 0.60714 -3.29819 -6.17873 0.2 -0.4 -0.4
H 3.96226 1.97761 -1.92180 0.2 0.1 0.2
H -5.42964 0.53293 2.11631 0.3 -0.3 -0.5
H 0.77770 0.34738 2.25784 -0.5 -0.1 0.3
H 2.43391 0.74056 2.18286 -0.1 0.8 0.3
H -4.58817 2.42450 -3.24612 0.3 -0.3 0.0
H 2.13188 -1.68422 1.87063 0.0 0.4 -0.4
H -1.26463 4.60714 -1.84775 0.1 -0.2 0.0
H 1.23042 -1.03309 5.18464 0.2 0.3 -0.7
H -0.27870 -6.47031 0.38370 -0.2 0.0 0.4
H 1.71816 2.73408 4.93112 0.0 -0.3 0.4
H 1.72293 -1.87667 3.48050 0.3 0.2 0.3
H -4.41682 4.22363 1.52479 -0.5 0.2 0.2
H 0.86999 -7.24724 2.35889 -0.2 0.3 1.0
H -0.82539 6.46089 0.15003 0.0 0.2 -0.3
H -1.87049 -1.62692 -6.50671 0.0 0.0 0.0
H 4.07262 -2.20718 -2.66000 0.1 -0.1 -0.7
H -2.73616 -3.25928 -4.17287 -0.1 -0.5 -0.7
H -2.80346 2.11809 -3.70592 -0.7 0.7 -1.0
H 2.05309 -5.87753 2.20504 0.2 -0.4 0.6
H -0.22168 3.68203 3.98683 -0.1 -0.2 -0.5
H 3.99165 1.79804 -0.11829 0.3 0.1 -0.2
H 2.19928 -0.86465 -4.13162 -0.1 0.4 -0.4
H 2.79931 -3.86324 -1.34330 0.3 -0.4 0.2
H 0.95351 -0.69681 -0.30578 0.0 0.3 -0.5
H -0.54960 0.05557 0.28959 -0.1 0.3 -0.1
H -0.62382 -4.19116 0.23023 0.6 0.8 -0.7
H 1.08940 -3.80306 0.89966 -0.4 0.3 -0.1
H 2.15032 2.14789 -3.22417 0.1 -0.3 0.2
H 0.71344 5.81306 1.60597 -1.0 -0.8 1.0
H -0.37385 -3.37008 2.77681 -0.3 0.2 0.0
H 3.31601 -1.10969 3.00551 -0.1 -0.4 0.4
H -1.66415 -1.07188 -3.96725 -0.3 0.1 -0.7
H -0.73489 2.47557 -0.19378 0.1 -0.1 0.2
H 2.30123 -2.56899 -3.02191 0.3 0.4 -0.5
H 0.54833 -0.03011 7.37456 0.5 -0.6 -0.2
H 3.64579 -2.77751 -0.27102 0.1 0.4 -0.2
H -5.60347 2.56761 3.51096 -0.1 -0.3 -0.1
H 2.48709 1.71994 -1.00925 -0.1 0.0 0.1
```
Forces are in eV/Å.

(3)
One molecule with the formula C4N2, computed with ωB97M-V with the def2-TZVPD basis set.

Total energy, hartree: -261.67664
Highest occupied orbital energy, Eh: -0.3629
Total charge: 0
E_LUMO, eV: -1.7362
Gap between HOMO and LUMO, eV: 8.14
Energy above the lowest of the compared OMol25 structures with the same formula, charge and spin, eV: 4.4037

```
6
Properties=species:S:1:pos:R:3:forces:R:3
N -1.27236 2.27374 -1.11633 1.1 -0.8 0.5
N -0.49559 1.56964 -0.70989 -1.0 0.9 -0.5
C 0.47977 -0.36138 0.22077 -0.2 0.2 -0.1
C 0.44356 0.81623 -0.25725 0.1 -0.4 0.2
C 0.54313 -1.56163 0.71281 -0.1 -0.4 0.2
C 0.30149 -2.73660 1.14990 0.2 0.6 -0.2
```
Forces are in eV/Å.

Question: The highest total energy belongs to which entry?
Answer: C4N2

Question: Number 3 is which compound?
Answer: C4N2

Question: Among the records above, which one has the highest energy above the lowest of the compared OMol25 structures with the same formula, charge and spin?
Answer: C4N2